A structure of composition C18H41N2OP3SeV. Source: the OMol25 dataset; level of theory: wB97M-V/def2-TZVPD.

Highest occupied orbital energy (alpha / beta) = -21.07 / -20.98 eV
Orbital gap (alpha / beta) = 6.1 / 6.0 eV
F_max = 4.91 eV Å⁻¹
Energy above the lowest of the compared OMol25 structures with the same formula, charge and spin = 0.0000 eV
LUMO level (alpha / beta) = -15.004 / -15.003 eV

Geometry as ORCA input:
```
! wB97M-V def2-TZVPD RIJCOSX def2/J DEFGRID3
* xyz 4 2
V 0.3031 -0.7415 -0.3671
P -1.2234 -0.3902 1.4895
P 0.9416 -2.8227 0.3590
P -1.5303 -1.3551 -1.7260
H -0.3382 3.1365 3.3504
C -0.0917 3.4543 2.3248
C -1.1404 4.2283 1.6636
H -2.1834 4.0643 1.9300
C -0.4005 0.0867 3.0525
C -2.2836 -1.7677 2.0974
C -2.4419 0.9533 1.2203
C 2.3974 -3.5402 -0.4884
C 1.5484 -2.7685 2.0828
C -0.2067 -4.2445 0.3213
C -2.0970 0.1648 -2.5880
C -3.1191 -2.1393 -1.2666
C -1.0260 -2.4098 -3.1346
H 0.9042 3.9298 2.3083
H -0.8590 5.0950 1.0716
H -0.9569 0.9030 3.5307
H 0.6330 0.4072 2.8539
H -0.3715 -0.7785 3.7254
H -1.6922 -2.4510 2.7198
H -2.7292 -2.3308 1.2704
H -3.0903 -1.3363 2.7065
H -1.9770 1.9489 1.2691
H -3.2102 0.8811 2.0038
H -2.9221 0.8392 0.2398
H 2.7024 -4.4458 0.0527
H 3.2237 -2.8195 -0.4954
H 2.1476 -3.7955 -1.5242
H 2.2375 -3.6110 2.2303
H 0.7167 -2.8405 2.7947
H 2.0826 -1.8213 2.2482
H 0.3548 -5.1475 0.5949
H -0.6165 -4.3700 -0.6887
H -1.0320 -4.0989 1.0268
H -2.7824 -0.1355 -3.3929
H -1.2430 0.7120 -3.0106
H -2.6201 0.8322 -1.8917
H -3.7093 -2.2950 -2.1815
H -3.6870 -1.4960 -0.5841
H -2.9458 -3.1128 -0.7908
H -1.8595 -2.4522 -3.8483
H -0.7804 -3.4235 -2.7962
H -0.1429 -1.9784 -3.6233
C 1.1319 1.3925 -2.2605
C 0.5640 2.0929 -1.1915
C 0.0785 3.3900 -1.4058
C 0.1796 3.9776 -2.6715
C 0.7780 3.2765 -3.7288
C 1.2625 1.9811 -3.5295
Se 1.5905 -0.5301 -2.0437
H 0.0462 2.4021 1.7013
H 0.4957 1.6025 -0.1949
H -0.3915 3.9158 -0.5732
H -0.2083 4.9857 -2.8282
H 0.8645 3.7364 -4.7132
H 1.7197 1.4014 -4.3326
N 3.7722 1.4619 0.0463
C 3.1663 1.2047 1.2309
N 3.7298 1.8404 2.3075
O 2.1416 0.4930 1.3511
H 4.6459 1.9685 0.0358
H 3.4569 0.9640 -0.7794
H 3.4216 1.5231 3.2157
H 4.6707 2.2032 2.2243
*
```

=====

A structure of composition C18H41OP3SeY. Source: the OMol25 dataset; level of theory: wB97M-V/def2-TZVPD.

Highest occupied orbital energy = -17.26 eV
Orbital gap = 6.7 eV
F_max = 3.27 eV Å⁻¹
LUMO level = -10.523 eV

Geometry as ORCA input:
```
! wB97M-V def2-TZVPD RIJCOSX def2/J DEFGRID3
* xyz 3 1
Y -0.2517 0.0000 0.5354
P -2.8990 -0.1789 0.6075
P 0.0970 -2.8010 0.8898
P -0.1070 2.7807 0.7813
H 3.3470 -0.9594 -0.3462
C 3.2142 0.0255 0.1214
C 3.0607 0.1533 1.4420
H 2.9934 -0.7214 2.0993
C -3.5774 -0.2242 -1.0904
C -3.6818 -1.6158 1.4048
C -3.7590 1.2446 1.3493
C 1.7649 -3.5434 1.0022
C -0.7542 -3.7142 2.2095
C -0.5713 -3.6216 -0.6313
C 1.4993 3.6483 0.8669
C -1.0071 3.5633 2.1520
C -0.8668 3.5699 -0.6966
H 3.1869 0.8954 -0.5387
H 2.9939 1.1312 1.9331
H -4.6627 -0.3451 -0.9942
H -3.1411 -1.0652 -1.6545
H -3.3349 0.7100 -1.6222
H -4.7552 -1.5550 1.1750
H -3.5135 -1.5646 2.4912
H -3.2550 -2.5534 1.0143
H -4.8368 1.0686 1.2188
H -3.4571 2.1796 0.8521
H -3.5053 1.3057 2.4181
H 1.8037 -4.4921 0.4535
H 2.0089 -3.7305 2.0528
H 2.5156 -2.8569 0.5908
H -0.8902 -4.7712 1.9430
H -1.7386 -3.2820 2.4204
H -0.1549 -3.6674 3.1271
H -0.2376 -4.6751 -0.6478
H -0.2032 -3.0967 -1.5309
H -1.6760 -3.5821 -0.6333
H 1.4041 4.6403 0.4158
H 2.2601 3.0677 0.3272
H 1.8153 3.7457 1.9095
H -0.9743 4.6587 2.0491
H -0.5412 3.2769 3.1059
H -2.0560 3.2372 2.1749
H -0.5824 4.6321 -0.7114
H -1.9619 3.4714 -0.6594
H -0.4999 3.0662 -1.6053
C 1.3182 0.1045 -3.6179
C 2.6824 -0.1471 -3.4102
C 3.5722 -0.1428 -4.5027
C 3.0986 0.1143 -5.7976
C 1.7393 0.3874 -6.0095
C 0.8458 0.3873 -4.9197
Se -0.0170 0.1185 -2.0896
H 0.6914 -0.8471 -0.9981
H 3.0397 -0.3463 -2.3985
H 4.6270 -0.3452 -4.3441
H 3.7824 0.1182 -6.6494
H 1.3529 0.6138 -7.0093
H -0.2188 0.5900 -5.0691
C 0.7375 0.5845 4.0312
O 0.0669 -0.0598 2.8930
H 0.0290 1.3089 4.4801
H 1.6374 1.0824 3.6411
H 1.0049 -0.1907 4.7722
H -0.5017 -0.7863 3.2264
*
```

=====

A cluster of 8 separate species, C18H42BO22 in total. Source: the OMol25 dataset; level of theory: wB97M-V/def2-TZVPD.

Highest occupied orbital energy = -7.52 eV
Orbital gap = 9.6 eV
F_max = 6.52 eV Å⁻¹
Energy above the lowest of the compared OMol25 structures with the same formula, charge and spin = 1.7032 eV
LUMO level = 2.070 eV

Geometry as ORCA input:
```
! wB97M-V def2-TZVPD RIJCOSX def2/J DEFGRID3
* xyz -1 1
O 0.8752 -3.2782 1.5100
C 1.1830 -2.0985 1.1360
O 0.8258 -1.5776 -0.0397
B 1.2494 -0.1073 -0.0453
O 2.0414 0.0358 1.2429
C 1.8978 -1.0011 1.9699
O 2.4626 -1.1741 3.0842
O 0.1521 0.8374 -0.2460
C 0.3955 1.6351 -1.2165
O -0.2725 2.6224 -1.5613
C 1.7597 1.2308 -1.8165
O 2.1228 0.1893 -1.2333
O 2.2099 1.6830 -2.8970
C 2.1748 -4.0410 -4.1652
C 2.8397 -4.7525 -5.4849
O 2.6183 -6.1920 -5.5726
O 0.7501 -4.0327 -4.4663
H 2.4292 -2.9811 -4.1555
H 2.3565 -4.4579 -3.1746
H 3.8851 -4.4469 -5.4412
H 2.4672 -4.3456 -6.4250
H 1.7196 -6.2444 -5.9061
H 0.7343 -3.1168 -4.7536
C -4.2263 -0.2933 -3.4683
C -4.7096 0.8160 -2.5479
O -4.7044 0.4301 -1.1831
O -4.5014 -0.0563 -4.7968
H -4.7932 -1.1974 -3.2462
H -3.1778 -0.4825 -3.2379
H -5.7443 1.0198 -2.8237
H -4.2984 1.7990 -2.7776
H -4.5417 -0.5107 -1.0830
H -4.6705 -0.9468 -5.1132
C 6.1319 -4.0864 4.2601
C 6.7331 -3.0059 3.3923
O 8.1200 -3.2709 3.0048
O 6.1603 -5.3738 3.5878
H 5.1790 -3.7970 4.7031
H 6.8143 -4.2188 5.0997
H 6.7684 -2.0543 3.9226
H 6.0226 -2.8867 2.5743
H 8.6937 -3.3317 3.7721
H 6.2921 -6.0244 4.2813
C -2.1467 4.4304 -7.7647
C -2.0384 4.1202 -6.3166
O -1.9617 5.1991 -5.3567
O -3.1882 5.3519 -7.9820
H -2.2877 3.4587 -8.2380
H -1.1897 4.8399 -8.0883
H -1.0374 3.6946 -6.2465
H -2.7027 3.2931 -6.0664
H -1.9761 4.7135 -4.5287
H -3.0669 5.9283 -7.2240
C 2.1521 6.5065 2.8828
C 2.2721 5.2262 2.0716
O 2.8591 4.1684 2.8967
O 1.7321 7.5176 2.0537
H 3.0861 6.4841 3.4443
H 1.3346 6.5203 3.6036
H 2.9649 5.4665 1.2652
H 1.3300 4.9343 1.6077
H 3.1502 3.4143 2.3788
H 2.2985 7.6896 1.2980
C -5.6635 -3.8182 2.3236
C -4.6091 -4.4265 1.2929
O -4.2722 -3.5465 0.2244
O -6.9729 -3.9830 1.8976
H -5.4317 -2.7572 2.4163
H -5.4769 -4.2997 3.2835
H -5.0455 -5.3035 0.8148
H -3.6783 -4.5996 1.8330
H -3.6810 -4.0640 -0.3273
H -7.6635 -4.1621 2.5398
C -0.7443 1.1482 6.7428
C -1.2678 2.6148 6.5588
O -0.5107 3.6108 7.2669
O -1.0505 0.8282 8.1447
H 0.3244 1.1183 6.5307
H -1.1252 0.3819 6.0677
H -2.3322 2.6440 6.7921
H -1.1568 2.7259 5.4801
H -0.9644 4.4461 7.1320
H -0.6874 1.5706 8.6332
*
```